1.
Here is an isolated ion of composition C4H6O2P and charge -1 from the OMol25 dataset. Energies are from ωB97M-V/def2-TZVPD.

Properties
Kohn-Sham gap (spin up / spin down) = 3.84 / 8.06 eV
Total charge = -1
Expectation value of S² = 2.01
E_HOMO (spin up / spin down) = 0.29 / -5.02 eV
Spin multiplicity = 3

```
13
Properties=species:S:1:pos:R:3:forces:R:3
O 3.6453 0.7686 -0.7173 0.66 0.46 -0.81
H -2.6830 1.1382 1.2508 -0.81 0.04 0.18
C -0.3323 0.5586 0.2422 0.25 -0.83 -0.72
H -0.1387 1.2819 0.9216 0.42 2.33 2.17
H -3.6835 -0.1972 0.4090 -0.70 -0.53 -0.09
P 1.0236 -0.2106 -0.4525 1.29 -1.65 -1.17
H 1.0369 -1.6440 -0.2014 -0.35 0.36 0.21
H 0.6180 -0.5079 -1.8241 -0.18 0.46 0.02
H -1.4441 -0.6824 -0.8542 -0.78 -0.07 0.13
O 3.2243 -0.8380 0.8330 0.70 -0.67 0.25
C 3.0709 -0.0633 -0.0784 -0.86 0.61 1.04
C -1.5584 0.0646 -0.0591 0.88 -2.43 -2.96
C -2.7790 0.3316 0.5304 -0.54 1.93 1.74
```
Forces are in eV/Å.

2.
Here is C4H6O2Pm as an isolated structure from the OMol25 dataset. Energies are from ωB97M-V/def2-TZVPD.

Properties
Kohn-Sham gap (spin up / spin down) = 5.42 / 5.08 eV
Total charge = 0
Expectation value of S² = 8.76
E_HOMO (spin up / spin down) = -6.08 / -6.03 eV
Spin multiplicity = 6

```
13
Properties=species:S:1:pos:R:3:forces:R:3
H 1.6488 -0.8853 -0.6207 -1.75 -1.06 0.83
C 0.6142 -0.2609 -0.3512 2.25 -0.21 -2.38
C 1.0984 0.5009 -1.3913 -2.92 1.33 0.12
Pm 0.1223 -1.8804 2.5939 -0.97 1.56 -1.25
C -1.4841 0.0702 1.0769 0.31 0.60 -0.90
O 0.8362 0.1876 -2.7228 2.33 0.07 0.48
H 0.4304 1.2368 1.2026 -0.36 -0.06 -0.33
H 1.0789 -0.7311 -2.8818 -0.37 -0.44 -0.05
H 1.3001 1.5689 -1.2707 -0.36 0.18 -0.39
H -1.9856 -0.1464 0.1063 0.13 -0.11 0.42
O -1.7313 -0.9669 1.9935 0.15 -1.05 0.77
H -1.9414 1.0209 1.4345 0.32 -0.44 0.01
C 0.0131 0.2856 0.8308 1.23 -0.38 2.68
```
Forces are in eV/Å.

3.
Here is C4H6O2Ru as an isolated structure from the OMol25 dataset. Energies are from ωB97M-V/def2-TZVPD.

Properties
Kohn-Sham gap (spin up / spin down) = 4.19 / 8.19 eV
Total charge = +2
Expectation value of S² = 12.01
E_HOMO (spin up / spin down) = -15.38 / -20.05 eV
Spin multiplicity = 7

```
13
Properties=species:S:1:pos:R:3:forces:R:3
H 2.3587 0.2703 1.0343 1.04 0.06 -0.08
C 0.7906 -0.8322 0.8339 1.39 -4.48 1.83
O -0.8092 0.6871 -0.1556 -0.04 -1.41 -0.83
H 0.5397 0.4464 -1.6585 -0.40 -0.05 -0.09
H -1.3642 -1.8268 -0.8126 -0.12 0.02 -0.63
C -0.3622 -1.5246 -1.1653 -1.04 -0.42 0.09
C -0.2239 -0.0413 -1.0298 1.20 0.42 0.53
Ru -1.4721 2.5255 -0.0675 -0.94 1.85 0.09
H -0.0405 -0.7839 1.5413 -0.32 0.55 -0.35
H -0.1210 -1.8185 -2.1979 -0.39 -0.24 0.41
O 1.9346 -0.4867 1.4542 -1.96 0.12 -1.55
C 0.5932 -2.0805 -0.1447 1.82 3.99 -0.22
H 1.4698 -2.5888 -0.5630 -0.23 -0.42 0.79
```
Forces are in eV/Å.

4.
Here is one molecule with the formula C4H6O2S from the OMol25 dataset. Energies are from ωB97M-V/def2-TZVPD.

Properties
Kohn-Sham gap = 8.01 eV
Total charge = 0
E_HOMO = -9.43 eV
Spin multiplicity = 1
SMILES = CCC(=O)C(=O)S

```
13
Properties=species:S:1:pos:R:3:forces:R:3
H 0.6093 1.0772 0.8047 1.28 -0.51 -2.05
H 2.1616 -0.7705 1.2823 -0.38 -0.12 -3.26
C 0.9055 0.4977 -0.1970 -1.63 -3.90 5.89
H -4.0250 0.1340 0.5596 1.82 -1.59 -1.43
O -1.9185 1.7805 -0.0780 1.70 -4.08 -0.79
C 2.1213 -0.5475 0.0916 0.42 4.00 2.31
C -0.4734 -0.2293 -0.2317 2.37 -5.41 -1.00
C -1.6700 0.5655 -0.2006 -5.84 3.10 1.73
S -3.0084 -0.8209 -0.0254 -1.66 3.68 1.20
O -0.7496 -1.4883 -0.2634 2.95 4.85 -0.07
H 2.0704 -1.2932 -0.6357 -0.31 -1.89 -0.39
H 0.8567 1.1312 -0.9821 0.65 2.22 -2.53
H 3.1200 -0.0364 -0.1243 -1.36 -0.36 0.37
```
Forces are in eV/Å.

5.
Here is a 3-piece molecular cluster, C4H6O2S overall from the OMol25 dataset. Energies are from ωB97M-V/def2-TZVPD.

Properties
Kohn-Sham gap = 9.09 eV
Total charge = 0
E_HOMO = -10.08 eV
Spin multiplicity = 1

```
13
Properties=species:S:1:pos:R:3:forces:R:3
C 1.7105 -1.3106 -0.9726 2.87 2.24 0.59
S -0.0102 -0.0746 1.3780 -0.86 -1.22 3.48
C 2.3789 -0.1346 -1.0424 -1.67 0.99 -3.13
O -0.2259 -0.5573 2.7565 0.57 0.22 -2.49
O -0.1890 1.3241 1.2454 0.43 1.10 -0.67
H -3.0265 2.2323 1.0902 0.59 -0.69 -0.09
H 3.1740 0.2934 -0.4678 0.73 -0.81 0.38
H -2.9478 -0.5063 -0.5985 0.15 -3.37 -2.10
H 2.1974 -2.1090 -0.4487 -0.57 -0.43 0.73
H 0.7900 -1.3941 -1.4593 -0.95 -0.65 -1.07
H 2.1400 0.6106 -1.9409 -0.21 -1.39 2.31
C -2.8653 1.2807 0.5922 -1.78 0.46 -0.61
C -3.1261 0.3455 -0.1323 0.71 3.53 2.68
```
Forces are in eV/Å.

6.
Here is one molecule with the formula C4H6O2S from the OMol25 dataset. Energies are from ωB97M-V/def2-TZVPD.

Properties
Kohn-Sham gap = 8.56 eV
Total charge = 0
E_HOMO = -9.11 eV
Spin multiplicity = 1
SMILES = O=C(CO)CC=S

```
13
Properties=species:S:1:pos:R:3:forces:R:3
O -1.9639 -1.6118 -0.3812 1.29 0.31 0.87
O -1.9397 1.6079 0.0366 -1.14 0.80 0.27
C 0.2155 0.8584 -0.3895 1.38 0.90 0.61
C 1.2580 -0.2235 -0.4659 -0.92 -0.62 -0.24
H -2.7166 -1.2347 -0.8311 -0.38 0.19 -0.17
H -2.5416 -0.4663 1.2688 0.98 -0.63 0.15
H -0.7380 -1.0473 1.2722 -0.75 -0.59 -0.16
C -1.1975 0.6884 0.1473 1.06 -2.15 -0.39
C -1.6124 -0.7116 0.6914 -1.21 1.52 -0.26
H 0.8962 -1.0802 -1.0412 0.50 -0.22 0.04
H -0.0032 1.2843 -1.3806 0.63 0.07 0.16
H 0.7537 1.5683 0.2751 -0.85 0.45 -0.58
S 2.7248 -0.1664 0.2058 -0.58 -0.04 -0.28
```
Forces are in eV/Å.

7.
Here is one molecule with the formula C4H6O2S2 from the OMol25 dataset. Energies are from ωB97M-V/def2-TZVPD.

Properties
Kohn-Sham gap = 7.51 eV
Total charge = 0
E_HOMO = -9.06 eV
Spin multiplicity = 1
SMILES = CSCC(=S)C(=O)O

```
14
Properties=species:S:1:pos:R:3:forces:R:3
C 0.9321 1.1550 0.1021 0.65 1.50 -0.97
C -0.5930 -0.7132 0.8998 -0.71 -0.26 -0.65
C 0.7149 -0.3423 0.3016 -0.39 0.29 0.49
H -2.8271 0.9164 0.9382 -0.37 -0.42 -0.61
C -2.6875 0.7362 -0.1493 1.56 1.68 1.49
H -0.5714 -1.7264 1.3066 0.17 0.38 0.25
O 2.0465 1.5095 -0.5945 -1.20 0.35 0.78
H 2.5589 0.7334 -0.7994 0.48 -0.93 -0.19
H -0.9644 0.0569 1.5741 0.18 -0.24 0.24
H -3.5974 0.7079 -0.6664 -1.38 0.14 -0.66
H -2.0707 1.6095 -0.4447 -0.41 -0.58 -0.27
S -1.8792 -0.8029 -0.4388 0.83 -0.49 0.23
O 0.1921 2.0347 0.4783 0.18 -1.30 0.09
S 1.8395 -1.4263 -0.0551 0.43 -0.13 -0.23
```
Forces are in eV/Å.

8.
Here is a 2-piece molecular cluster, C4H6O2S2 overall from the OMol25 dataset. Energies are from ωB97M-V/def2-TZVPD.

Properties
Kohn-Sham gap = 8.07 eV
Total charge = 0
E_HOMO = -8.73 eV
Spin multiplicity = 1

```
14
Properties=species:S:1:pos:R:3:forces:R:3
O -2.7186 1.4205 0.9426 1.25 0.54 -0.58
C 1.9211 0.2202 -0.0146 -0.07 -0.56 -2.36
C -1.4507 -1.2973 0.3697 -2.26 1.06 0.75
C -0.2815 -0.7364 0.5884 -0.89 -1.09 -0.61
H 2.7261 -0.4117 0.3378 -0.12 0.24 1.37
S -1.5189 1.7044 0.1621 -1.46 -0.10 0.25
H 2.4694 0.7040 -0.8593 -0.86 -0.37 0.05
H 0.3466 -0.2539 -1.3997 -0.51 -0.07 0.15
H -0.0718 -0.4771 1.5954 0.39 0.15 0.85
O -1.6999 1.7815 -1.2679 0.28 -0.11 0.47
C 0.7125 -0.7090 -0.4739 2.66 1.86 -1.14
H 1.5125 1.0669 0.5279 0.46 -0.28 0.83
H 1.0645 -1.6835 -0.7882 0.19 -0.31 0.25
S -3.0112 -1.3286 0.2797 0.94 -0.97 -0.28
```
Forces are in eV/Å.

9.
Here is C4H6O3S as an isolated structure from the OMol25 dataset. Energies are from ωB97M-V/def2-TZVPD.

Properties
Kohn-Sham gap (spin up / spin down) = 8.60 / 8.57 eV
Total charge = 0
Expectation value of S² = 2.01
E_HOMO (spin up / spin down) = -8.20 / -11.00 eV
Spin multiplicity = 3

```
14
Properties=species:S:1:pos:R:3:forces:R:3
H 0.1856 1.1348 1.8875 1.55 -2.10 1.10
C -0.8626 1.6102 0.9450 -0.93 1.11 -4.62
O -0.3583 -2.3455 -0.1507 1.24 0.79 0.79
H 0.2325 -1.1072 -1.8008 -0.02 -0.38 1.16
H -0.9529 -0.4039 1.9854 1.23 1.11 -1.63
H -1.2104 -0.6213 -1.1454 -0.49 -0.65 0.94
O 1.3901 2.3309 -0.6296 -0.16 -0.11 1.04
C -0.3466 0.3129 1.2900 -0.98 -1.11 4.20
C 0.4484 -0.0827 0.0445 0.96 -0.17 2.91
S 0.1995 1.5224 -0.6230 1.12 2.76 -0.28
H 1.4982 -0.3203 0.4513 -1.24 0.34 -1.49
H 0.4597 -2.4179 0.4346 -1.64 -0.07 -1.24
O -0.4086 1.4478 -1.9053 -1.41 -0.25 -0.50
C -0.2745 -1.0603 -0.7834 0.77 -1.26 -2.39
```
Forces are in eV/Å.

10.
Here is C4H6O3Tb as an isolated structure from the OMol25 dataset. Energies are from ωB97M-V/def2-TZVPD.

Properties
Kohn-Sham gap (spin up / spin down) = 5.07 / 5.93 eV
Total charge = 0
Expectation value of S² = 15.83
E_HOMO (spin up / spin down) = -5.10 / -6.27 eV
Spin multiplicity = 8

```
14
Properties=species:S:1:pos:R:3:forces:R:3
C -1.9284 -0.7563 1.2961 0.09 0.28 0.55
H -2.7142 1.1099 2.7711 0.03 -0.11 -0.11
O -1.8565 1.3679 2.4145 0.01 0.30 0.25
H -0.3364 0.6366 1.2673 -0.38 -0.04 0.03
H 0.8413 -2.0247 -1.3272 0.18 0.31 -0.06
C 0.4737 -0.1173 -2.2196 0.72 -0.62 -0.33
H -2.7757 -1.3727 1.5886 0.23 0.27 -0.25
O 1.9675 0.7670 -0.0839 0.87 0.57 -0.31
O 1.7376 -0.6324 -0.2277 0.38 -0.37 0.35
H 0.0402 -0.6133 -3.0958 -0.12 0.48 0.47
C -1.3381 0.3755 1.6306 0.09 -0.71 -0.52
H 0.6544 0.9549 -2.2039 -0.21 -0.32 0.03
C 1.0138 -0.9443 -1.3141 -0.61 0.34 -0.30
Tb 4.2208 1.2492 -0.4960 -1.29 -0.40 0.21
```
Forces are in eV/Å.

11.
Here is C4H6O3Y as an isolated structure from the OMol25 dataset. Energies are from ωB97M-V/def2-TZVPD.

Properties
Kohn-Sham gap (spin up / spin down) = 6.48 / 8.66 eV
Total charge = +2
Expectation value of S² = 0.75
E_HOMO (spin up / spin down) = -16.97 / -19.28 eV
Spin multiplicity = 2

```
14
Properties=species:S:1:pos:R:3:forces:R:3
H 2.7897 -1.1256 1.0524 -0.14 0.12 -0.32
C 2.7929 -0.6193 0.0703 0.06 0.56 0.17
H -3.2845 0.1366 -0.2604 0.92 -0.44 -0.24
C -0.7948 -0.6482 -0.2809 0.65 4.85 -4.57
C -2.6370 0.6384 0.4645 -1.51 0.85 0.63
O 0.4480 -0.9502 0.0233 3.29 -0.72 1.13
H -2.7201 1.7048 0.2331 -0.24 -0.10 0.52
H 3.0617 -1.3757 -0.6894 -0.30 0.17 0.12
O -1.2255 0.3646 0.4907 0.06 -0.50 1.42
Y 0.6399 1.9443 -0.9732 -0.80 -0.83 0.30
H -2.9860 0.3614 1.4625 -0.12 0.53 -0.16
C 1.4813 0.0121 -0.2166 -1.42 -2.29 0.34
H 3.5778 0.1471 0.0752 -0.07 -0.21 -0.02
O -1.1435 -0.5903 -1.4514 -0.37 -2.00 0.67
```
Forces are in eV/Å.

12.
Here is one molecule with the formula C4H6O4 from the OMol25 dataset. Energies are from ωB97M-V/def2-TZVPD.

Properties
Kohn-Sham gap = 9.28 eV
Total charge = 0
E_HOMO = -9.79 eV
Spin multiplicity = 1
SMILES = O=C(O)C(=O)CCO

```
14
Properties=species:S:1:pos:R:3:forces:R:3
O -3.2210 -0.5846 0.0716 -3.65 -1.97 -4.08
H -3.7858 -0.8342 -0.9124 3.17 1.60 4.35
C 1.6948 -0.1956 0.0711 3.78 2.05 -2.42
C -0.7667 -0.4049 0.2556 -1.07 1.30 -0.36
O 0.3104 1.8852 -0.2048 -0.09 -0.61 -0.66
H 2.5419 -1.6849 -0.0758 -0.88 -1.06 -0.62
H -0.6819 -1.3160 -0.4295 -0.01 1.26 1.22
C 0.3365 0.6997 -0.1534 0.48 -3.77 3.29
H -0.5947 -0.6673 1.3958 -0.01 0.33 -2.42
C -2.1614 0.2972 0.0567 2.00 0.59 1.18
H -2.2791 0.9955 0.9335 -0.11 -0.53 -0.84
O 1.5730 -1.5519 -0.2795 1.67 2.47 1.64
H -1.9758 0.9351 -0.8035 -0.87 -0.02 -0.45
O 2.8571 0.2755 0.2268 -4.41 -1.65 0.16
```
Forces are in eV/Å.

> The lowest total charge belongs to which entry?

C4H6O2P

> The lowest total charge belongs to which entry?

C4H6O2P

> The highest spin multiplicity belongs to which entry?

C4H6O3Tb